{
  "formula": "C9H4F5N2O3ReS",
  "method": "ωB97M-V/def2-TZVPD",
  "symbols": ["Re", "N", "C", "C", "O", "O", "H", "H", "H", "H", "S", "C", "N", "F", "C", "C", "F", "C", "F", "C", "O", "C", "F", "C", "F"],
  "xyz": [[-0.87601, -0.41506, -0.75625], [-2.94475, -0.28355, -0.01190], [-3.26743, -1.40822, 0.91066], [-1.96971, -1.91930, 1.54851], [-1.95769, -2.61023, 2.51474], [-0.87452, -1.53298, 0.88609], [-2.97808, 0.58544, 0.52108], [-3.67549, -0.20143, -0.71406], [-3.70216, -2.23169, 0.34596], [-3.95969, -1.11121, 1.69380], [-1.76581, -2.83517, -4.58636], [-1.54293, -1.99746, -3.29996], [-1.38400, -1.33840, -2.29719], [4.16782, 2.87639, 1.94969], [3.39354, 2.18673, 1.13569], [3.91872, 1.61539, -0.01849], [5.19967, 1.77243, -0.28879], [3.11774, 0.88289, -0.88169], [3.63224, 0.33971, -1.97307], [1.76490, 0.69113, -0.59813], [0.94706, -0.05031, -1.35591], [1.28098, 1.29774, 0.55607], [-0.08544, 1.08789, 0.77001], [2.04570, 2.02809, 1.43250], [1.51532, 2.57118, 2.51701]],
  "charge": 1,
  "multiplicity": 4,
  "homo_energy_ev": [-12.52, -12.75],
  "energy_ha": -1656.08887,
  "s2": 3.78,
  "e_above_lowest_ev": 0.015
}


{
  "formula": "CO3S",
  "method": "ωB97M-V/def2-TZVPD",
  "symbols": ["C", "O", "O", "O", "S"],
  "xyz": [[0.77455, 1.03624, 0.13497], [1.81605, 0.61640, 0.20239], [-1.04122, -0.76078, 1.10041], [-0.38301, -0.74740, -1.24573], [-1.16638, -0.14445, -0.19203]],
  "homo_energy_ev": -11.53,
  "energy_ha": -661.97515,
  "e_above_lowest_ev": 0.373
}


{
  "formula": "C33H43N8O",
  "method": "ωB97M-V/def2-TZVPD",
  "symbols": ["C", "O", "H", "H", "H", "N", "C", "C", "C", "C", "H", "H", "H", "H", "H", "N", "C", "C", "C", "C", "H", "H", "H", "H", "H", "N", "C", "C", "C", "C", "H", "H", "H", "H", "H", "N", "C", "C", "C", "C", "H", "H", "H", "H", "H", "N", "C", "C", "C", "C", "H", "H", "H", "H", "H", "N", "C", "C", "C", "C", "H", "H", "H", "H", "H", "N", "C", "C", "C", "C", "H", "H", "H", "H", "H", "N", "C", "C", "C", "C", "H", "H", "H", "H", "H"],
  "xyz": [[0.03246, 0.22035, 0.95806], [-0.76654, -0.91165, 0.78806], [1.10446, -0.02165, 0.60506], [-0.15554, 0.61535, 1.96806], [-0.46054, 0.99435, 0.23706], [3.06146, 0.58135, 3.85006], [4.16546, 0.46735, 4.65706], [4.50246, 1.70235, 4.98806], [3.66146, 2.66235, 4.21906], [2.80646, 1.87135, 3.60406], [2.68146, -0.22065, 3.59306], [4.64746, -0.41265, 4.95106], [5.46446, 1.91335, 5.47506], [3.72546, 3.67335, 4.16606], [1.94146, 2.29835, 3.07106], [-3.84154, 2.42335, -0.66794], [-4.86254, 3.25435, -0.99894], [-4.41154, 4.14435, -1.87794], [-2.99454, 3.74935, -2.17994], [-2.63454, 2.79535, -1.31194], [-3.95254, 1.79535, 0.10106], [-5.78154, 3.33935, -0.52294], [-5.00054, 5.10435, -2.16694], [-2.36354, 4.08735, -3.01794], [-1.87654, 2.05335, -1.04294], [1.42746, -1.84865, 2.61906], [1.02146, -2.29565, 3.87806], [2.14446, -2.94065, 4.39806], [3.15446, -2.76765, 3.42306], [2.69946, -1.91665, 2.36606], [0.79946, -1.26365, 2.04706], [0.08446, -2.18865, 4.32006], [2.04646, -3.40365, 5.26506], [4.13646, -3.17765, 3.31806], [3.01246, -1.54565, 1.34106], [4.01046, 0.48935, -2.37694], [5.29046, 0.89335, -2.04994], [5.37046, 0.86135, -0.70794], [3.95946, 0.57235, -0.21094], [3.13646, 0.37735, -1.33794], [3.68346, 0.37535, -3.42594], [6.12246, 1.13735, -2.94494], [6.19146, 1.04735, -0.26594], [3.42746, 0.54935, 0.75506], [2.14046, -0.00865, -1.40494], [-0.22454, 1.27535, -3.60894], [0.63246, 2.14135, -2.91194], [1.01646, 3.04835, -3.79794], [0.22146, 2.92835, -5.11594], [-0.58054, 1.90435, -4.90894], [-0.77054, 0.71335, -3.17394], [0.88446, 1.77135, -1.80294], [1.75646, 3.60435, -3.68394], [0.16946, 3.56535, -5.81294], [-1.38554, 1.31135, -5.53794], [-1.43054, -0.90765, -1.93094], [-2.61054, -0.51265, -2.42494], [-2.56154, -0.68865, -3.79194], [-1.28854, -1.49365, -4.10494], [-0.69354, -1.44365, -2.83094], [-1.34554, -0.79265, -0.92194], [-3.36954, 0.12835, -1.80894], [-3.33754, -0.36565, -4.49894], [-1.04354, -1.88765, -5.06494], [0.15146, -1.97765, -2.53994], [-0.58454, -3.73165, 0.30306], [0.03646, -4.76665, 1.17506], [-0.21654, -5.85465, 0.35806], [-1.19054, -5.47065, -0.76894], [-1.33654, -4.18765, -0.77094], [-0.48254, -2.89865, 0.65006], [0.25546, -4.72265, 2.13406], [0.01846, -7.04465, 0.61106], [-1.83154, -6.14265, -1.35494], [-1.94854, -3.72065, -1.45694], [-3.03154, 0.11935, 1.25006], [-3.12654, 1.15735, 2.08306], [-4.39954, 1.40335, 2.42006], [-5.11954, 0.22735, 1.82306], [-4.25654, -0.46365, 1.02506], [-1.93554, -0.24065, 0.93506], [-2.24254, 1.87135, 2.29206], [-4.89354, 2.24135, 2.89106], [-6.17454, 0.02435, 1.91906], [-4.28154, -1.24765, 0.30606]],
  "charge": -1,
  "homo_energy_ev": -5.80,
  "energy_ha": -1796.16682,
  "e_above_lowest_ev": 4.523
}